[1]
{
  "formula": "C18H30NPt",
  "method": "ωB97M-V/def2-TZVPD",
  "species": ["Pt", "C", "C", "C", "C", "C", "C", "C", "C", "C", "C", "C", "C", "C", "C", "C", "C", "C", "H", "H", "H", "H", "H", "H", "H", "H", "H", "H", "H", "H", "H", "H", "H", "H", "H", "H", "H", "H", "H", "H", "H", "H", "H", "H", "H", "H", "H", "N", "C", "H"],
  "xyz": [[-0.41, -0.10, -0.15], [-0.57, 0.86, -2.05], [-0.97, -0.55, -2.20], [0.21, -1.25, -2.70], [1.18, -0.25, -2.99], [0.73, 1.03, -2.62], [1.37, 2.34, -2.93], [2.92, 2.25, -2.79], [0.90, 3.47, -2.04], [1.08, 2.65, -4.41], [0.51, -2.69, -3.00], [1.98, -3.03, -2.67], [0.31, -2.90, -4.52], [-0.28, -3.74, -2.21], [-2.44, -0.95, -2.15], [-3.35, 0.29, -1.99], [-2.89, -1.65, -3.42], [-2.69, -1.81, -0.89], [-1.27, 1.69, -1.98], [2.14, -0.45, -3.44], [3.18, 1.96, -1.77], [3.37, 3.22, -3.00], [3.34, 1.54, -3.50], [1.07, 3.25, -0.98], [-0.16, 3.68, -2.19], [1.41, 4.40, -2.28], [1.43, 1.87, -5.08], [1.56, 3.59, -4.69], [0.01, 2.76, -4.58], [2.67, -2.54, -3.35], [2.18, -4.10, -2.79], [2.21, -2.78, -1.64], [0.97, -2.27, -5.11], [-0.71, -2.68, -4.83], [0.53, -3.95, -4.76], [-0.17, -3.59, -1.14], [0.07, -4.74, -2.44], [-1.34, -3.74, -2.51], [-3.26, 0.96, -2.84], [-3.15, 0.82, -1.05], [-4.39, -0.02, -1.95], [-2.67, -1.04, -4.29], [-3.96, -1.84, -3.40], [-2.42, -2.63, -3.56], [-2.43, -1.25, 0.04], [-2.14, -2.75, -0.90], [-3.75, -2.04, -0.81], [-0.01, -0.01, 2.92], [-0.11, -0.09, 1.78], [0.08, 0.06, 3.93]],
  "nbo_charge": [0.78, -0.28, -0.08, 0.17, -0.05, 0.20, -0.13, -0.59, -0.61, -0.58, -0.03, -0.50, -0.60, -0.55, -0.10, -0.61, -0.60, -0.58, 0.30, 0.26, 0.22, 0.27, 0.21, 0.22, 0.22, 0.27, 0.22, 0.27, 0.22, 0.29, 0.29, 0.26, 0.28, 0.30, 0.27, 0.25, 0.29, 0.34, 0.24, 0.22, 0.27, 0.24, 0.28, 0.20, 0.20, 0.22, 0.29, -0.43, 0.26, 0.51],
  "charge": 3,
  "spin_multiplicity": 5,
  "lumo_energy_ha": [-0.370, -0.612],
  "gap_ev": [9.162, 3.677],
  "max_force_ev_per_a": 4.3
}

[2]
{
  "formula": "C18H31Br4Cl2CsF6MgN2O7S2",
  "method": "ωB97M-V/def2-TZVPD",
  "species": ["C", "C", "O", "C", "C", "O", "C", "C", "C", "C", "C", "N", "O", "C", "C", "C", "C", "H", "H", "H", "H", "H", "H", "H", "H", "H", "H", "H", "H", "H", "H", "H", "H", "H", "H", "H", "H", "H", "H", "H", "H", "H", "H", "Mg", "Cl", "C", "C", "Cl", "H", "H", "H", "H", "C", "F", "F", "F", "S", "O", "O", "N", "S", "O", "O", "C", "F", "F", "F", "C", "Br", "Br", "Br", "H", "Br", "Cs"],
  "xyz": [[1.20, 0.02, 2.05], [1.48, 1.14, 1.06], [1.78, 0.59, -0.21], [1.84, 1.53, -1.26], [1.25, 0.88, -2.47], [-0.15, 0.83, -2.29], [-0.86, 0.00, -3.16], [-2.33, 0.28, -2.99], [-2.92, -0.02, -1.59], [-4.35, -0.53, -1.73], [-2.96, 1.26, -0.76], [-2.00, -0.98, -0.90], [-1.28, -0.52, -0.04], [-1.42, -2.08, -1.67], [-0.44, -2.82, -0.75], [-2.52, -3.11, -2.02], [-0.62, -1.49, -2.89], [1.60, -0.92, 1.68], [1.68, 0.25, 3.00], [0.14, -0.08, 2.25], [2.33, 1.72, 1.41], [0.62, 1.79, 0.99], [2.87, 1.82, -1.45], [1.25, 2.42, -1.02], [1.50, 1.42, -3.39], [1.69, -0.11, -2.54], [-0.58, 0.21, -4.19], [-2.58, 1.30, -3.25], [-2.83, -0.36, -3.72], [-4.93, 0.26, -2.17], [-4.44, -1.39, -2.38], [-4.78, -0.75, -0.76], [-3.75, 1.89, -1.16], [-3.19, 1.06, 0.27], [-2.03, 1.81, -0.85], [0.46, -2.24, -0.59], [-0.88, -3.02, 0.21], [-0.13, -3.75, -1.22], [-2.01, -4.07, -2.18], [-3.14, -3.24, -1.13], [-3.12, -2.84, -2.88], [-0.95, -1.98, -3.80], [0.43, -1.74, -2.78], [-1.15, -3.87, -3.91], [-3.98, -6.79, -6.29], [-4.54, -5.72, -7.60], [-3.79, -4.41, -7.59], [-4.19, -3.43, -6.15], [-5.61, -5.56, -7.47], [-4.36, -6.23, -8.54], [-4.06, -3.82, -8.46], [-2.71, -4.58, -7.59], [3.42, 2.81, 9.43], [4.59, 3.09, 9.97], [3.10, 1.56, 9.70], [2.50, 3.62, 9.93], [3.57, 3.06, 7.61], [4.57, 2.12, 7.17], [3.91, 4.44, 7.42], [2.11, 2.66, 7.16], [1.89, 2.67, 5.59], [2.65, 1.66, 4.88], [1.88, 3.97, 4.98], [0.15, 2.07, 5.56], [-0.64, 2.91, 6.19], [0.06, 0.87, 6.11], [-0.23, 1.99, 4.29], [5.73, 2.88, 1.73], [5.04, 4.53, 1.05], [4.62, 2.20, 3.16], [6.02, 1.54, 0.37], [6.71, 3.10, 2.16], [5.81, 2.85, -2.11], [6.00, 3.34, 4.53]],
  "mulliken_charge": [-0.97, 0.00, -0.28, -0.37, -0.48, -0.09, -0.41, -1.74, 1.31, -1.79, -1.69, 0.39, -0.47, 1.89, -1.21, -2.07, -1.31, 0.36, 0.18, 0.16, 0.21, 0.30, 0.06, 0.41, 0.33, 0.24, 0.71, 0.55, 0.44, 0.44, 0.34, 0.38, 0.50, 0.42, 0.28, 0.22, 0.44, 0.29, 0.83, 0.29, 0.34, 0.44, 0.46, 0.75, -0.17, -0.39, -0.48, -0.15, 0.33, 0.31, 0.33, 0.28, 0.49, -0.20, -0.21, -0.21, 1.17, -0.70, -0.65, -0.45, 1.20, -0.70, -0.68, 0.51, -0.21, -0.21, -0.21, -0.89, 0.10, 0.27, 0.06, 0.61, -0.29, 1.03],
  "charge": 1,
  "spin_multiplicity": 2,
  "lumo_energy_ha": [-0.281, -0.281],
  "gap_ev": [1.444, 1.445],
  "max_force_ev_per_a": 18.8
}

[3]
{
  "formula": "C18H31Cl2N4O4Sr",
  "method": "ωB97M-V/def2-TZVPD",
  "species": ["O", "C", "C", "C", "H", "C", "H", "C", "H", "C", "H", "C", "H", "H", "C", "C", "H", "H", "H", "C", "C", "H", "H", "H", "H", "Sr", "Cl", "Cl", "H", "H", "C", "C", "N", "H", "C", "O", "H", "H", "H", "H", "H", "H", "C", "C", "N", "H", "C", "O", "H", "H", "H", "H", "N", "C", "N", "O", "H", "H", "H", "H"],
  "xyz": [[1.29, 0.28, 0.09], [2.33, 0.94, 0.09], [3.42, 0.59, -0.88], [3.53, -0.78, -1.16], [2.80, -1.45, -0.70], [4.55, -1.19, -2.00], [4.64, -2.24, -2.23], [5.37, -0.25, -2.63], [6.13, -0.58, -3.32], [5.20, 1.13, -2.42], [5.81, 1.84, -3.00], [4.20, 1.58, -1.55], [3.96, 2.65, -1.38], [2.60, 1.89, 0.75], [3.41, 1.12, 2.81], [2.28, 1.83, 2.23], [3.65, 1.41, 3.82], [4.29, 1.24, 2.17], [3.13, 0.06, 2.80], [1.02, 2.03, 2.52], [0.37, 1.82, 3.89], [0.28, 2.18, 1.71], [1.09, 1.94, 4.70], [-0.11, 0.83, 3.99], [-0.39, 2.58, 4.04], [-0.75, -0.94, -0.14], [0.14, -3.42, 0.45], [-0.71, 1.36, -1.98], [0.68, -3.28, -3.94], [-0.09, -5.59, -3.21], [0.25, -2.96, -3.00], [-0.73, -5.15, -2.44], [-0.95, -3.74, -2.71], [-0.03, -1.92, -3.05], [-2.09, -3.18, -2.26], [-2.21, -1.97, -1.96], [-1.70, -5.67, -2.45], [-2.92, -3.90, -2.10], [0.97, -3.09, -2.21], [-0.27, -5.29, -1.46], [-5.44, 3.72, -0.01], [-4.06, 3.48, -2.49], [-4.43, 3.74, 0.42], [-3.23, 3.71, -1.81], [-3.47, 3.10, -0.49], [-4.39, 3.27, 1.41], [-2.90, 1.94, -0.21], [-3.04, 1.27, 0.81], [-2.30, 3.33, -2.25], [-2.15, 1.59, -1.08], [-4.16, 4.80, 0.50], [-3.20, 4.80, -1.71], [-2.18, -2.06, 4.01], [-2.30, -1.31, 2.86], [-3.57, -0.95, 2.47], [-1.29, -0.83, 2.29], [-3.04, -2.48, 4.34], [-1.34, -2.63, 4.03], [-3.63, -0.11, 1.88], [-4.32, -1.09, 3.12]],
  "nbo_charge": [-0.84, 0.19, -0.04, -0.27, 0.22, -0.21, 0.19, -0.31, 0.19, -0.22, 0.19, -0.28, 0.21, 0.18, -0.71, 0.02, 0.20, 0.22, 0.23, -0.29, -0.64, 0.21, 0.19, 0.22, 0.20, 1.82, -0.93, -0.78, 0.20, 0.19, -0.44, -0.42, -0.40, 0.24, 0.56, -0.72, 0.19, 0.13, 0.23, 0.24, 0.18, 0.18, -0.43, -0.42, -0.43, 0.23, 0.48, -0.76, 0.27, 0.17, 0.19, 0.18, -0.83, 0.79, -0.85, -0.73, 0.37, 0.42, 0.46, 0.37],
  "charge": -1,
  "spin_multiplicity": 1,
  "lumo_energy_ha": [0.086, 0.086],
  "gap_ev": [4.918, 3.452],
  "max_force_ev_per_a": 4.9
}

[4]
{
  "formula": "C18H31ClCoF4N5",
  "method": "ωB97M-V/def2-TZVPD",
  "species": ["Co", "C", "C", "N", "C", "C", "C", "C", "N", "C", "C", "F", "C", "F", "C", "C", "F", "C", "F", "H", "H", "H", "H", "H", "H", "H", "H", "H", "H", "H", "H", "H", "H", "H", "N", "C", "C", "C", "N", "C", "C", "N", "C", "H", "H", "H", "H", "H", "H", "H", "H", "H", "H", "H", "H", "H", "H", "H", "H", "Cl"],
  "xyz": [[-0.15, -0.18, -0.60], [-2.05, 3.87, -0.12], [-0.60, 3.52, 0.24], [-0.32, 2.14, 0.72], [-0.99, 1.93, 2.03], [-1.51, 0.50, 2.26], [1.15, 2.10, 0.87], [1.66, 0.85, 1.56], [1.12, -0.38, 1.00], [1.59, -1.55, 1.51], [0.68, -2.62, 1.74], [-0.61, -2.36, 1.63], [1.07, -3.84, 2.21], [0.17, -4.78, 2.42], [2.41, -4.08, 2.52], [3.32, -3.04, 2.36], [4.59, -3.24, 2.65], [2.93, -1.81, 1.89], [3.88, -0.90, 1.70], [-2.11, 4.95, -0.20], [-2.77, 3.56, 0.63], [-2.37, 3.48, -1.09], [-0.28, 4.22, 1.01], [0.04, 3.71, -0.63], [-1.83, 2.60, 2.09], [-0.31, 2.22, 2.84], [-1.82, 0.05, 1.31], [-2.40, 0.52, 2.90], [-0.78, -0.15, 2.74], [1.50, 2.95, 1.47], [1.60, 2.20, -0.12], [1.35, 0.88, 2.61], [2.74, 0.88, 1.57], [2.73, -5.03, 2.90], [-0.75, -1.79, -4.85], [-0.03, -0.49, -5.10], [1.39, -0.53, -4.49], [1.74, 0.43, -3.33], [1.63, -0.15, -1.96], [0.96, 1.74, -3.40], [-0.55, 1.53, -3.47], [-1.09, 1.04, -2.17], [-0.91, 0.71, -4.72], [-0.25, -2.58, -5.25], [-1.68, -1.77, -5.27], [-0.88, -1.95, -3.82], [0.09, -0.47, -6.18], [2.08, -0.28, -5.29], [1.64, -1.55, -4.19], [2.79, 0.68, -3.48], [2.27, 0.38, -1.38], [1.99, -1.10, -1.96], [1.27, 2.28, -4.30], [1.22, 2.37, -2.55], [-1.01, 2.51, -3.66], [-2.01, 0.63, -2.31], [-1.23, 1.85, -1.58], [-0.85, 1.41, -5.54], [-1.96, 0.40, -4.67], [-1.13, -1.98, -1.49]],
  "nbo_charge": [1.45, -0.63, -0.23, -0.50, -0.25, -0.61, -0.23, -0.30, -0.48, 0.00, 0.40, -0.28, 0.32, -0.27, -0.23, 0.34, -0.27, 0.33, -0.28, 0.25, 0.23, 0.19, 0.20, 0.19, 0.22, 0.20, 0.19, 0.25, 0.21, 0.22, 0.19, 0.24, 0.26, 0.28, -0.69, -0.05, -0.44, -0.05, -0.89, -0.42, -0.05, -0.90, -0.43, 0.44, 0.44, 0.47, 0.24, 0.26, 0.23, 0.22, 0.39, 0.40, 0.24, 0.22, 0.22, 0.40, 0.40, 0.26, 0.23, -0.73],
  "charge": 2,
  "spin_multiplicity": 5,
  "lumo_energy_ha": [-0.189, -0.293],
  "gap_ev": [9.514, 6.692],
  "max_force_ev_per_a": 1.0
}